A cluster of 6 separate species, C22H52ClN2O17S6 in total, computed with ωB97M-V with the def2-TZVPD basis set.

The geometry in XYZ format:
```
100
Properties=species:S:1:pos:R:3:forces:R:3
C 0.655 -5.707 1.303 0.148 0.038 -0.178
C 0.647 -4.225 0.982 -0.092 -0.193 -0.221
O 1.775 -3.939 0.149 0.167 -0.038 0.332
C 2.238 -2.620 0.212 0.017 -0.009 -0.333
C 3.228 -2.447 1.357 -0.019 -0.073 -0.124
O 3.787 -1.090 1.327 -0.309 0.017 0.111
C 3.046 -0.166 1.912 -0.041 -0.110 -0.325
C 2.838 0.170 3.207 0.010 -0.046 0.399
N 1.949 1.230 3.222 -0.189 0.053 -0.081
S 1.339 2.024 4.634 0.024 0.123 0.072
C 1.617 1.550 1.979 0.017 0.144 -0.027
N 2.262 0.718 1.166 -0.066 -0.011 -0.071
Cl 2.119 0.739 -0.500 0.058 0.032 -0.139
H 0.461 -6.283 0.396 0.002 0.021 0.110
H 1.636 -6.003 1.682 -0.125 0.019 0.083
H -0.112 -5.948 2.041 0.035 0.011 -0.042
H -0.257 -3.977 0.411 -0.007 0.162 0.206
H 0.680 -3.623 1.898 -0.006 -0.006 -0.060
H 2.766 -2.419 -0.726 -0.078 0.029 0.065
H 1.407 -1.904 0.285 -0.005 -0.042 0.079
H 2.768 -2.623 2.332 0.111 0.002 -0.031
H 4.078 -3.113 1.215 -0.050 0.078 0.098
H 3.247 -0.255 4.109 -0.067 0.045 -0.061
H 0.048 1.924 4.271 -0.119 -0.177 0.137
H 0.941 2.334 1.671 0.074 -0.067 0.034
O 8.271 -5.300 0.833 -0.026 -0.041 0.017
S 8.993 -4.455 1.737 -0.012 0.074 -0.027
O 8.611 -4.426 3.116 0.013 -0.037 0.017
O 8.977 -2.971 1.157 0.017 -0.006 0.054
C 7.684 -2.445 0.787 -0.220 0.099 -0.145
C 6.860 -2.026 1.986 0.108 -0.095 0.141
C 10.719 -4.741 1.606 0.043 -0.009 -0.026
H 7.164 -3.189 0.180 0.038 -0.046 0.023
H 7.908 -1.594 0.147 0.106 0.004 0.039
H 6.581 -2.888 2.592 0.003 -0.009 -0.007
H 5.953 -1.523 1.654 0.121 0.031 -0.051
H 7.428 -1.348 2.623 0.000 0.031 -0.031
H 10.997 -4.728 0.556 -0.003 -0.001 -0.003
H 10.904 -5.720 2.042 -0.014 -0.004 0.003
H 11.242 -3.971 2.165 -0.007 -0.002 0.015
O 0.461 -3.426 -5.666 -0.024 0.102 0.051
S -0.341 -4.365 -4.940 0.148 -0.285 -0.086
O -0.930 -3.947 -3.701 0.028 -0.098 0.034
O 0.495 -5.693 -4.716 -0.093 0.079 0.024
C 1.829 -5.549 -4.161 0.306 -0.017 0.071
C 1.798 -5.257 -2.678 -0.156 0.125 -0.065
C -1.583 -5.045 -5.978 -0.026 0.001 -0.027
H 2.354 -4.771 -4.716 -0.059 0.019 -0.028
H 2.316 -6.497 -4.375 -0.114 -0.052 -0.031
H 1.358 -4.279 -2.492 0.024 0.003 0.067
H 2.807 -5.262 -2.265 0.024 -0.047 -0.051
H 1.198 -5.995 -2.147 0.043 -0.040 -0.007
H -1.120 -5.379 -6.902 0.007 0.000 0.000
H -2.299 -4.249 -6.170 0.004 0.014 0.005
H -2.060 -5.868 -5.454 -0.004 0.005 0.013
O -2.271 1.256 -0.696 -0.015 0.010 0.121
S -3.011 1.579 -1.888 0.191 0.020 -0.132
O -4.278 0.958 -2.106 -0.035 -0.004 0.097
O -2.062 1.335 -3.136 -0.175 0.063 0.049
C -1.436 0.028 -3.218 0.309 -0.360 -0.067
C -2.342 -1.053 -3.760 -0.174 0.143 0.010
C -3.171 3.319 -2.030 0.000 0.090 -0.041
H -1.052 -0.223 -2.228 -0.030 -0.018 0.005
H -0.585 0.176 -3.881 -0.033 0.129 -0.019
H -3.166 -1.262 -3.078 0.003 -0.004 0.019
H -1.766 -1.969 -3.897 -0.048 0.173 0.054
H -2.766 -0.748 -4.717 0.026 0.015 -0.028
H -2.203 3.786 -1.878 0.004 0.002 -0.005
H -3.867 3.632 -1.256 -0.002 0.014 0.001
H -3.572 3.561 -3.010 -0.018 -0.011 0.001
O -5.028 7.861 0.428 0.067 -0.025 0.056
S -5.286 6.964 -0.657 -0.114 0.073 -0.088
O -4.175 6.439 -1.396 0.037 -0.131 0.053
O -6.323 7.625 -1.647 0.046 -0.063 -0.027
C -6.045 8.972 -2.121 -0.004 0.313 -0.060
C -4.987 9.003 -3.201 0.054 -0.150 0.040
C -6.307 5.637 -0.118 -0.024 -0.021 0.010
H -5.777 9.594 -1.267 0.023 -0.072 0.045
H -7.004 9.318 -2.499 -0.037 -0.090 0.008
H -4.009 8.723 -2.813 0.000 0.019 0.015
H -4.921 10.012 -3.609 -0.026 0.008 -0.002
H -5.241 8.313 -4.006 -0.027 0.040 -0.027
H -7.158 6.046 0.418 -0.006 0.004 -0.002
H -5.698 5.021 0.541 0.014 0.003 0.000
H -6.627 5.066 -0.986 0.006 -0.006 -0.002
O -3.557 3.194 6.446 0.070 0.010 0.012
S -3.644 2.256 5.371 -0.127 0.095 -0.021
O -2.423 1.707 4.846 0.251 -0.036 -0.086
O -4.490 2.886 4.194 0.057 -0.092 -0.083
C -4.137 4.215 3.729 0.008 0.273 -0.027
C -2.916 4.220 2.835 0.028 -0.135 0.020
C -4.741 0.946 5.770 -0.014 -0.035 0.025
H -4.014 4.869 4.592 0.016 -0.062 0.042
H -5.018 4.543 3.184 -0.045 -0.064 0.020
H -2.016 3.964 3.394 -0.003 0.027 0.017
H -2.786 5.216 2.410 -0.026 0.017 -0.006
H -3.030 3.500 2.024 -0.012 0.015 -0.026
H -5.667 1.374 6.142 -0.001 0.005 0.001
H -4.253 0.354 6.541 0.009 0.014 0.009
H -4.910 0.349 4.879 0.010 0.002 -0.008
```
Forces are in eV/Å.

lowest unoccupied orbital energy	-3.16	eV
charge	+1
gap between HOMO and LUMO	9.282	eV
calculated total energy	-5106.99256	Ha
E_HOMO	-12.441	eV

A cluster of 4 separate species, C22H52FNO12S in total in a non-equilibrium geometry, computed with ωB97M-V with the def2-TZVPD basis set.

The geometry in XYZ format:
```
89
Properties=species:S:1:pos:R:3:forces:R:3
C -3.952 5.007 3.266 0.823 -0.627 -0.608
C -3.258 3.855 2.421 0.097 1.489 1.510
C -1.803 4.368 2.116 -1.016 -0.206 -1.439
C -1.308 3.959 0.677 0.313 1.128 0.185
N -0.865 4.067 3.212 -2.830 -0.847 -0.182
O 0.239 4.859 3.231 0.879 0.348 0.393
S -0.436 2.393 3.325 6.917 -1.770 1.594
O 0.871 2.213 2.641 -3.392 0.383 0.305
O -0.288 2.016 4.743 -2.374 0.776 -2.945
F -1.491 1.446 2.522 0.431 1.688 1.378
H -3.142 5.465 3.868 -0.721 -0.135 0.044
H -4.754 4.618 3.911 0.270 0.328 -0.322
H -4.322 5.759 2.549 -0.065 -0.157 0.505
H -3.259 2.970 3.078 -0.006 0.038 -0.748
H -3.840 3.727 1.499 0.437 -0.463 0.342
H -1.902 5.472 2.101 0.283 -0.534 0.268
H -2.185 3.701 0.064 0.514 -0.237 0.212
H -0.878 4.870 0.204 -0.130 -0.581 0.112
H -0.508 3.203 0.658 -0.584 0.018 0.004
H 0.389 5.260 2.362 0.040 -0.531 -0.345
C 2.537 1.216 -4.729 -0.144 -0.021 0.143
O 1.623 0.470 -3.955 0.166 -0.035 0.047
C 1.463 -0.849 -4.457 -0.310 0.340 0.209
C 0.741 -1.717 -3.443 0.173 -0.234 -0.115
O 1.605 -2.235 -2.438 -0.029 0.189 -0.022
C 1.989 -1.312 -1.424 -0.033 -0.292 0.171
C 0.889 -1.050 -0.411 0.093 0.475 -0.155
O -0.011 -0.069 -0.904 -0.146 -0.098 -0.137
C -1.179 0.010 -0.114 0.161 -0.037 -0.310
H 2.208 1.276 -5.772 0.094 -0.011 -0.054
H 2.585 2.222 -4.315 -0.052 -0.033 0.017
H 3.537 0.771 -4.678 0.032 -0.005 -0.136
H 2.443 -1.285 -4.683 -0.022 -0.088 -0.042
H 0.869 -0.792 -5.378 0.061 -0.151 -0.101
H 0.355 -2.594 -3.968 0.065 -0.013 0.004
H -0.112 -1.199 -3.002 0.090 0.197 -0.038
H 2.368 -0.385 -1.856 -0.181 0.109 0.039
H 2.819 -1.792 -0.900 -0.041 -0.058 -0.011
H 1.333 -0.669 0.518 0.030 -0.145 0.091
H 0.351 -1.982 -0.203 0.064 -0.070 0.030
H -1.736 -0.934 -0.160 -0.043 -0.024 0.106
H -1.807 0.803 -0.519 0.051 0.004 -0.013
H -0.929 0.246 0.916 0.000 -0.155 0.026
C -9.867 1.028 1.550 0.120 -0.146 -0.020
O -8.597 0.503 1.231 0.024 0.095 0.151
C -7.772 1.469 0.598 -0.089 -0.498 -0.048
C -6.333 0.989 0.559 0.076 0.298 0.014
O -5.632 1.227 1.774 -0.111 -0.077 -0.029
C -5.939 0.339 2.844 0.329 0.064 0.045
C -5.298 -1.028 2.681 -0.499 -0.128 -0.014
O -6.088 -1.844 1.830 0.103 0.039 -0.137
C -5.401 -3.017 1.446 -0.181 0.127 0.016
H -10.378 1.389 0.651 -0.045 0.087 0.035
H -10.459 0.229 1.995 0.053 -0.023 -0.039
H -9.775 1.841 2.279 -0.074 0.094 -0.063
H -7.828 2.422 1.138 0.059 0.062 -0.049
H -8.138 1.610 -0.428 0.054 0.179 -0.043
H -5.804 1.576 -0.196 -0.005 0.041 0.044
H -6.265 -0.059 0.262 -0.199 -0.039 0.071
H -7.016 0.264 2.999 -0.012 -0.187 -0.103
H -5.511 0.805 3.735 0.051 0.014 -0.045
H -5.233 -1.518 3.661 0.169 0.061 0.064
H -4.291 -0.915 2.262 0.066 0.059 0.071
H -4.514 -2.765 0.855 0.103 -0.078 0.063
H -6.072 -3.612 0.830 -0.029 0.044 0.038
H -5.112 -3.603 2.325 0.105 -0.035 -0.026
C 7.753 -5.231 0.847 -0.113 0.105 -0.129
O 7.391 -4.048 0.168 0.155 -0.058 -0.065
C 8.039 -2.909 0.713 -0.452 -0.100 -0.184
C 7.889 -1.721 -0.219 0.276 0.092 0.109
O 8.840 -1.719 -1.279 -0.148 -0.126 0.006
C 8.576 -2.630 -2.340 0.148 0.272 -0.122
C 7.470 -2.157 -3.266 -0.216 -0.433 0.200
O 6.200 -2.487 -2.724 -0.011 0.167 0.037
C 5.152 -1.840 -3.414 0.045 -0.169 0.204
H 7.502 -5.162 1.911 0.083 -0.048 0.046
H 7.195 -6.056 0.406 -0.030 0.060 -0.010
H 8.823 -5.431 0.727 0.034 -0.021 0.132
H 9.103 -3.121 0.870 0.035 0.082 0.035
H 7.568 -2.678 1.677 0.136 0.085 0.096
H 8.100 -0.816 0.355 0.060 -0.025 -0.011
H 6.871 -1.635 -0.602 -0.037 -0.209 0.030
H 8.382 -3.634 -1.961 -0.212 0.016 -0.027
H 9.502 -2.671 -2.918 -0.001 0.066 0.017
H 7.567 -2.661 -4.237 0.111 0.111 -0.096
H 7.547 -1.073 -3.409 0.093 0.022 -0.043
H 5.236 -0.753 -3.302 -0.012 0.055 -0.147
H 4.208 -2.163 -2.976 0.037 -0.052 -0.022
H 5.160 -2.112 -4.476 -0.018 0.105 -0.063
```
Forces are in eV/Å.

lowest unoccupied orbital energy	0.11	eV
charge	0
gap between HOMO and LUMO	9.311	eV
calculated total energy	-2324.81438	Ha
SMILES string	CC[C@H](C)N(O)S(=O)(=O)F.COCCOCCOC.COCCOCCOC.COCCOCCOC
E_HOMO	-9.199	eV